{"formula": "C4H6N2", "method": "ωB97M-V/def2-TZVPD", "symbols": ["C", "C", "C", "N", "C", "N", "H", "H", "H", "H", "H", "H"], "positions_angstrom": [[0.03878, -0.57139, -1.83864], [0.01800, -0.13580, -0.42512], [0.87708, 0.55027, 0.37242], [0.24822, 0.67662, 1.58942], [-0.95293, 0.03985, 1.48705], [-1.12312, -0.45714, 0.30423], [1.01858, -0.44741, -2.29129], [-0.28730, -1.61178, -1.88609], [-0.72775, -0.02240, -2.37520], [1.85392, 0.98005, 0.27182], [0.60281, 1.09870, 2.42835], [-1.56629, -0.09957, 2.36305]], "forces_ev_per_angstrom": [[0.034, -0.153, 0.035], [-0.765, -0.285, 0.464], [0.215, 0.332, 0.317], [-0.506, -0.287, 0.229], [0.693, 0.147, 0.555], [0.000, -0.069, -0.370], [-0.044, 0.000, -0.187], [0.277, -0.048, -0.029], [0.086, 0.257, -0.318], [0.149, -0.027, -0.436], [0.141, 0.034, -0.099], [-0.280, 0.099, -0.162]], "e_above_lowest_kcal_mol": 2.1, "smiles": "Cc1c[nH]cn1", "homo_lumo_gap_ev": 9.58, "e_tot_ev": -7225.50031}